Record 1
# C4H5NO

C4H5NO as an isolated structure at a distorted geometry (the ωB97M-V functional and the def2-TZVPD basis, the OMol25 dataset).

Summary:
* multiplicity: 1
* energy: -285.3553 Ha
* highest occupied orbital energy: -0.3851 hartree
* molecular weight: 83.090 g mol⁻¹
* ΔE to the lowest compared entry with this formula, charge and spin: 1.6131 eV

CARTESIAN COORDINATES (ANGSTROEM)
N  2.5127  -0.9687  0.8816
C  1.5877  -0.6539  0.2630
C  0.3235  -0.3487  -0.3911
C  -0.9166  -0.5023  0.5097
O  -1.4513  0.7331  0.0271
C  -0.1750  1.1077  -0.5046
H  0.2363  -0.8940  -1.3341
H  -0.6579  -0.4462  1.5756
H  -1.5698  -1.3588  0.3268
H  0.3598  1.8015  0.1571
H  -0.2494  1.5302  -1.5111

=====

Record 2
# C21H26F3IrN2O5P2S

C21H26F3IrN2O5P2S as an isolated structure (the ωB97M-V functional and the def2-TZVPD basis, the OMol25 dataset).

Summary:
* multiplicity: 1
* energy: -2786.4760 Ha
* highest occupied orbital energy: -0.2788 hartree
* molecular weight: 729.674 g mol⁻¹
* ΔE to the lowest compared entry with this formula, charge and spin: 0.4301 eV

CARTESIAN COORDINATES (ANGSTROEM)
Ir  0.0407  -0.5005  0.0151
O  -0.3457  -1.8894  1.4946
C  -0.7904  -1.6294  2.7007
C  -0.5401  -2.5747  3.7121
C  -1.0445  -2.4110  4.9802
C  -1.8302  -1.3020  5.3119
C  -2.0831  -0.3637  4.3432
C  -1.5772  -0.4963  3.0388
C  -1.8324  0.5823  2.1318
N  -1.3367  0.6817  0.9486
N  -1.6312  1.8437  0.2361
C  -1.0225  1.8947  -0.9030
O  -0.2571  0.9466  -1.4058
C  -1.2048  3.0973  -1.7534
C  -1.8665  4.2192  -1.2582
C  -2.0290  5.3383  -2.0568
C  -1.5352  5.3486  -3.3554
C  -0.8758  4.2342  -3.8512
C  -0.7086  3.1124  -3.0524
H  0.0850  -3.4221  3.4637
H  -0.8164  -3.1509  5.7379
H  -2.2149  -1.1784  6.3145
H  -2.6694  0.5171  4.5794
H  -2.4563  1.4087  2.4632
H  -2.2416  4.1990  -0.2449
H  -2.5393  6.2083  -1.6644
H  -1.6617  6.2256  -3.9769
H  -0.4878  4.2381  -4.8617
H  -0.1923  2.2423  -3.4347
C  2.8212  0.4937  -1.6896
P  1.8983  -0.9884  -1.2260
C  3.1606  -2.1560  -0.6631
C  1.2679  -1.6659  -2.8106
C  0.2304  -2.7280  -2.4543
P  -0.9502  -2.0155  -1.2457
C  -1.6670  -3.4616  -0.4453
C  -2.2861  -1.2764  -2.2196
H  2.1415  1.2124  -2.1427
H  3.6106  0.2209  -2.3928
H  3.2545  0.9316  -0.7923
H  3.8271  -2.4152  -1.4876
H  2.6900  -3.0512  -0.2584
H  3.7221  -1.6921  0.1457
H  2.0729  -2.0513  -3.4376
H  0.7984  -0.8279  -3.3340
H  0.7179  -3.5616  -1.9388
H  -0.3000  -3.1364  -3.3162
H  -1.9432  -4.1788  -1.2204
H  -2.5451  -3.1793  0.1331
H  -0.9370  -3.8894  0.2382
H  -2.7480  -2.0122  -2.8799
H  -1.8879  -0.4464  -2.8017
H  -3.0353  -0.8845  -1.5312
F  4.2146  0.2320  3.7727
C  3.7676  0.9351  2.7362
F  4.5977  0.7277  1.6980
F  3.8241  2.2327  3.0494
S  2.0654  0.3871  2.3043
O  1.2777  0.6808  3.4659
O  2.3234  -1.0040  1.9948
O  1.6808  1.1480  1.0967

=====

Record 3
# C24H31N3O3PPd

C24H31N3O3PPd as an isolated structure (the ωB97M-V functional and the def2-TZVPD basis, the OMol25 dataset).

Summary:
* total charge: +1
* multiplicity: 3
* energy: -1792.1172 Ha
* expectation value of S²: 2.007
* highest occupied orbital energy (spin up / spin down): -0.3948 / -0.4039 hartree
* molecular weight: 546.924 g mol⁻¹
* ΔE to the lowest compared entry with this formula, charge and spin: 0.0000 eV

CARTESIAN COORDINATES (ANGSTROEM)
Pd  -0.6519  0.9787  0.0610
C  -0.0577  6.4588  -0.0360
O  0.5617  5.1951  -0.3133
C  -0.0369  4.0550  -0.0099
O  0.5397  3.0020  -0.2391
N  -1.2669  4.1263  0.5696
N  -1.9393  2.9333  0.8553
H  0.6691  7.2073  -0.3299
H  -0.2736  6.5616  1.0277
H  -0.9605  6.5868  -0.6357
H  -1.7907  4.9859  0.5600
H  -2.6993  2.7796  0.1974
H  -2.2792  2.9480  1.8096
N  2.4911  1.4737  1.5997
C  3.3116  0.6154  0.8493
C  4.6977  0.6861  0.9449
C  5.5011  -0.1754  0.2159
C  4.9377  -1.1162  -0.6345
C  3.5599  -1.2162  -0.7150
C  2.7405  -0.3798  0.0411
P  0.9664  -0.7009  0.1336
C  0.5987  -1.8214  -1.2322
C  0.4699  -3.1950  -1.0549
C  0.1800  -4.0050  -2.1444
C  0.0295  -3.4478  -3.4056
C  0.1657  -2.0763  -3.5863
C  0.4410  -1.2618  -2.5015
C  0.6978  -1.6365  1.6604
C  1.7318  -1.9013  2.5541
C  1.4698  -2.5978  3.7259
C  0.1841  -3.0331  4.0083
C  -0.8493  -2.7770  3.1166
C  -0.5949  -2.0771  1.9496
H  1.8543  2.0055  1.0167
H  3.0252  2.1154  2.1693
H  5.1448  1.4388  1.5830
H  6.5770  -0.1002  0.3014
H  5.5651  -1.7733  -1.2198
H  3.1126  -1.9648  -1.3561
H  0.5927  -3.6316  -0.0721
H  0.0758  -5.0728  -2.0063
H  -0.1954  -4.0833  -4.2517
H  0.0461  -1.6425  -4.5700
H  0.5231  -0.1888  -2.6372
H  2.7382  -1.5706  2.3366
H  2.2757  -2.8029  4.4177
H  -0.0144  -3.5773  4.9219
H  -1.8509  -3.1264  3.3294
H  -1.4014  -1.8944  1.2480
C  -4.4018  0.7051  -1.9283
C  -3.2859  0.1364  -1.0537
C  -3.7261  0.1287  0.4141
C  -2.9352  -1.2785  -1.5063
O  -2.1747  0.9987  -1.2303
H  -5.2968  0.0862  -1.8542
H  -4.0813  0.7335  -2.9695
H  -4.6542  1.7205  -1.6186
H  -4.5348  -0.5871  0.5647
H  -4.0944  1.1100  0.7220
H  -2.9027  -0.1624  1.0761
H  -3.8067  -1.9323  -1.4539
H  -2.1476  -1.7037  -0.8804
H  -2.5713  -1.2609  -2.5337